Density functional theory data (the ωB97M-V functional and the def2-TZVPD basis) for a structure of composition C25H32N2P2Ru at a distorted geometry.

Structure (XYZ):
```
62
Properties=species:S:1:pos:R:3:nbo_charge:R:1
C -1.723 -3.559 2.853 -0.218
C -1.002 -2.982 1.811 -0.001
C -1.736 -2.139 0.913 0.107
C -2.967 -1.482 1.391 -0.004
C -3.584 -2.035 2.515 -0.208
C -3.057 -3.151 3.126 -0.180
C -3.659 -0.558 0.590 -0.189
C -3.246 -0.604 -0.752 -0.002
C -2.017 -1.293 -1.172 0.110
C -1.577 -1.169 -2.539 0.023
C -2.560 -0.929 -3.498 -0.224
C -3.890 -0.593 -3.095 -0.163
C -4.151 -0.277 -1.772 -0.205
H -1.273 -4.298 3.511 0.224
H -4.547 -1.568 2.759 0.222
H -3.628 -3.582 3.949 0.228
H -4.196 0.296 1.000 0.226
H -2.316 -0.958 -4.565 0.227
H -4.669 -0.399 -3.842 0.229
H -5.105 0.119 -1.399 0.223
N -1.415 -2.173 -0.375 -0.435
Ru 0.308 0.482 0.409 0.115
C 0.478 -3.034 1.621 -0.716
H 0.693 -3.508 0.627 0.267
H 0.929 -3.627 2.432 0.246
C -0.100 -1.206 -2.788 -0.733
H 0.250 -2.241 -2.538 0.266
H 0.145 -1.039 -3.850 0.249
P 1.133 -1.270 1.586 0.997
P 0.788 0.003 -1.651 1.110
C 0.854 1.466 -2.750 -0.966
H 1.640 2.130 -2.371 0.246
H 1.066 1.203 -3.796 0.239
H -0.122 1.971 -2.703 0.247
C 2.491 -0.639 -1.818 -0.966
H 2.878 -0.509 -2.838 0.245
H 3.128 -0.063 -1.132 0.233
H 2.538 -1.709 -1.568 0.239
C 0.972 -0.836 3.369 -0.953
H 1.197 -1.680 4.047 0.252
H 1.679 -0.019 3.567 0.222
H -0.061 -0.489 3.535 0.263
C 2.908 -1.605 1.418 -0.963
H 3.420 -0.638 1.447 0.222
H 3.313 -2.228 2.223 0.252
H 3.137 -2.083 0.461 0.255
H -1.153 0.651 0.857 -0.117
H -0.547 1.349 -0.668 0.003
N 1.315 1.923 1.315 -0.835
C 1.712 3.045 0.505 0.206
C 0.764 3.801 -0.189 -0.277
C 1.220 4.902 -0.928 -0.169
C 2.579 5.214 -0.896 -0.211
C 3.517 4.392 -0.248 -0.177
C 3.077 3.271 0.438 -0.273
H 0.599 2.184 1.998 0.427
H 2.118 1.437 1.740 0.413
H -0.282 3.496 -0.182 0.240
H 0.488 5.524 -1.453 0.236
H 2.938 6.084 -1.429 0.233
H 4.580 4.639 -0.204 0.236
H 3.730 2.590 0.991 0.211
```

The calculation puts the highest occupied orbital energy (alpha / beta) at -8.202 / -10.518 eV. As for the net charge: +1. As for the expectation value of S²: 8.800. Its total energy is -1858.51572 Ha. The calculation puts the frontier orbital gap (alpha / beta) at 0.2201 / 0.2010 hartree. Its spin multiplicity is 6. The LUMO energy (alpha / beta) is -0.081 / -0.186 hartree.